(1)
Molecular formula: C18H13Br2I2IrN4O
Method: DFT, wB97M-V/def2-TZVPD

The calculation puts the largest force on an atom at 0.023 Eh/bohr. The calculation puts the frontier orbital gap (alpha / beta) at 5.09 / 5.09 eV. The value obtained for the total energy is -6834.95655 hartree. The HOMO energy (alpha / beta) is -14.1 / -14.1 eV. As for the net charge: +2.

```
41
Properties=species:S:1:pos:R:3:forces:R:3
Ir 0.346 -0.532 -0.125 0.9083 0.3626 0.6296
C 2.867 2.093 0.059 -0.0510 -0.1598 -0.0073
C 2.834 0.985 1.061 -0.4495 -0.2020 -0.1407
C 3.361 1.066 2.303 -0.0875 -0.2719 0.3457
C 3.141 0.059 3.345 0.1660 0.4729 -0.1633
C 2.434 -1.028 3.047 0.0626 -0.0083 -0.0814
C 2.007 -2.239 3.809 -0.1359 0.0143 -0.1068
Br 2.989 -2.582 5.402 0.0462 -0.0068 0.0345
C 0.335 -3.655 3.232 -0.0387 0.1815 0.0183
C -0.619 -3.322 2.200 -0.1568 -0.0280 -0.1252
Br -1.701 -4.388 1.286 0.0658 -0.0063 -0.0068
C -0.466 -1.815 1.968 -0.1519 -0.2121 0.1727
O -1.212 -1.093 1.117 0.2056 0.3351 -0.2980
C 2.084 -1.212 1.648 0.2897 -0.2681 -0.0728
N 2.165 -0.195 0.664 -0.5887 0.5189 -0.4846
H 3.711 2.753 0.239 0.0131 0.0173 0.0052
H 1.953 2.687 0.139 -0.0035 0.0041 -0.0342
H 2.931 1.699 -0.956 0.0464 0.0052 0.0141
H 3.945 1.943 2.547 0.0091 -0.0247 0.0474
H 3.541 0.211 4.339 0.0292 0.0586 -0.0269
H 0.201 -4.594 3.757 0.0323 -0.0162 -0.0095
I 3.135 -5.091 2.833 0.0565 -0.0968 0.0336
C 1.902 -3.410 2.744 -0.0128 0.0958 0.0000
C 0.458 -2.316 4.043 0.0937 -0.0500 0.0245
N -0.263 -1.307 3.288 -0.0360 0.1518 -0.0626
N 0.850 -1.873 1.238 -0.4863 -0.7505 0.0129
C 1.969 -2.741 1.375 0.1391 0.0592 0.0472
H 0.154 -2.359 5.084 0.0159 -0.0052 0.0097
H -1.090 -0.905 3.708 0.0042 -0.0117 0.0280
H 2.356 -3.246 0.499 -0.0532 -0.0288 -0.0077
I -3.104 4.218 -1.049 -0.0598 0.0613 0.0242
C -1.712 2.877 -1.779 0.0683 -0.0588 -0.0496
C -1.244 2.945 -3.088 -0.0171 0.0074 0.0342
C -0.310 2.017 -3.520 0.0108 -0.0104 -0.0029
C 0.132 1.048 -2.644 -0.0090 0.0314 -0.0156
N -0.319 0.983 -1.379 0.0810 -0.1444 0.1704
C -1.225 1.879 -0.954 -0.0020 -0.0241 0.0429
H -1.607 3.712 -3.760 0.0017 0.0008 -0.0003
H 0.072 2.038 -4.530 -0.0044 0.0046 0.0000
H 0.856 0.302 -2.943 0.0054 -0.0037 0.0005
H -1.558 1.776 0.070 -0.0064 0.0059 0.0008
```
Positions in Å, forces in eV/Å.

=====

(2)
Molecular formula: C5H11N3
Method: DFT, wB97M-V/def2-TZVPD

The calculation puts the largest force on an atom at 0.049 Eh/bohr. The calculation puts the frontier orbital gap at 7.14 eV. The value obtained for the total energy is -360.62299 hartree. The HOMO energy is -18.4 eV. As for the net charge: +2.

```
19
Properties=species:S:1:pos:R:3:forces:R:3
C -1.109 0.721 1.287 0.9514 -1.3142 -1.0977
C 0.381 0.388 1.052 -0.7765 0.2379 -0.5236
C 0.369 -0.089 -0.372 0.4710 -0.7014 -0.8015
C 0.473 0.608 -1.537 -0.2982 0.2133 -0.2092
N 0.298 -0.275 -2.569 0.4101 -0.7104 -0.3300
C 0.172 -1.524 -2.111 -0.4362 0.7087 2.1812
N 0.278 -1.429 -0.767 -0.4782 0.6743 -0.0913
N -0.441 1.214 3.634 0.8571 0.4542 -0.3800
H -1.671 1.531 0.827 0.3651 0.4181 0.3374
H -1.702 -0.166 1.484 -0.3203 -0.0093 0.0991
H 0.639 -0.467 1.697 0.3450 0.7532 0.0394
H 1.046 1.266 1.073 -0.2411 -0.4671 0.6185
H 0.659 1.646 -1.740 -0.0680 0.1623 0.1019
H 0.449 -0.059 -3.548 -0.3720 0.1257 -0.0958
H -0.304 -2.397 -2.526 0.7743 -0.2228 -0.8599
H 0.389 -2.194 -0.114 -0.4155 -0.3158 -0.2170
H -0.584 2.209 3.855 -0.2866 -0.1953 -0.5555
H -0.812 0.694 4.435 -0.7518 -0.3800 -0.6400
H -0.838 0.948 2.621 0.2704 0.5686 2.4239
```
Positions in Å, forces in eV/Å.

=====

(3)
Molecular formula: C4H19NO7
Method: DFT, wB97M-V/def2-TZVPD

The calculation puts the largest force on an atom at 0.047 Eh/bohr. The calculation puts the frontier orbital gap at 8.90 eV. The value obtained for the total energy is -745.17096 hartree. The HOMO energy is -8.9 eV. As for the net charge: 0.

```
31
Properties=species:S:1:pos:R:3:forces:R:3
C 1.650 1.153 2.008 0.9306 0.8878 -0.1004
N 0.263 1.086 1.679 -0.8590 0.0343 -0.0789
C -0.380 -0.202 1.425 0.8133 1.2580 0.7917
C -1.198 -0.560 2.685 0.5570 -0.0309 -1.4041
O -0.638 -0.629 3.736 -0.4701 -0.1846 0.5211
C -1.104 -0.171 0.120 -0.6562 -1.8189 -1.4338
O -1.554 -1.543 -0.169 0.0235 0.5127 0.1639
H 1.905 1.759 2.874 -0.4788 0.1113 0.4183
H 2.067 0.199 2.209 0.1359 -1.1389 0.2328
H 2.289 1.573 1.233 -0.1159 0.0401 -0.5493
H -0.055 1.806 1.055 0.0620 0.1199 -0.0668
H 0.418 -0.945 1.353 -0.1428 -0.3125 -0.1004
H -2.276 -0.742 2.494 -0.1314 -0.0024 0.5541
H -0.422 0.022 -0.707 0.2572 0.4516 0.3529
H -1.955 0.498 -0.051 0.1414 0.1490 0.6910
H -2.504 -1.595 -0.028 0.0174 -0.0561 -0.0568
O 3.260 -2.736 0.499 0.0982 0.0312 -0.1450
H 3.070 -2.379 1.371 -0.1536 -0.0353 -0.0531
H 2.421 -2.805 0.027 -0.0214 -0.0558 0.1171
O -3.013 1.861 -2.264 0.7223 0.2445 0.3475
H -2.048 1.893 -2.365 -0.3591 -0.3297 -0.2632
H -3.127 2.423 -1.488 -0.3451 0.0330 -0.0386
O 1.031 -0.420 -2.698 -0.2826 -0.5149 0.2342
H 1.653 -1.092 -2.999 0.2641 0.2625 -0.1122
H 0.465 -0.947 -2.112 0.0896 0.2727 -0.1486
O 0.526 -3.501 -1.711 0.7521 -0.4493 0.6160
H 0.669 -3.203 -2.609 -0.5831 0.1920 -0.0228
H -0.225 -3.089 -1.273 -0.2919 0.3329 -0.4439
O -0.658 4.198 -1.158 0.1328 -0.1007 0.1489
H 0.286 4.399 -1.178 -0.1714 -0.0226 -0.0016
H -0.819 3.689 -1.956 0.0650 0.1193 -0.1701
```
Positions in Å, forces in eV/Å.

=====

(4)
Molecular formula: C2H5IS2
Method: DFT, wB97M-V/def2-TZVPD

The calculation puts the largest force on an atom at 0.016 Eh/bohr. The calculation puts the frontier orbital gap at 6.82 eV. The value obtained for the total energy is -1173.21014 hartree. The HOMO energy is -8.3 eV. As for the net charge: 0.

```
10
Properties=species:S:1:pos:R:3:forces:R:3
C -1.082 0.705 0.277 0.0736 -0.0080 -0.0030
C -0.702 -0.713 -0.107 0.4390 0.1312 0.0142
S 0.822 -1.310 0.695 0.5717 0.6067 -0.1477
S 4.085 -0.129 -1.274 -0.3730 0.0516 0.2023
I 2.461 0.523 0.215 -0.3042 -0.7419 -0.0141
H -0.889 0.883 1.335 -0.0718 -0.0026 0.0340
H -0.515 1.432 -0.303 -0.0295 0.0008 0.0259
H -2.139 0.865 0.089 -0.1683 0.1177 -0.0755
H -0.597 -0.834 -1.183 -0.1170 -0.0253 -0.0295
H -1.446 -1.422 0.256 -0.0204 -0.1302 -0.0067
```
Positions in Å, forces in eV/Å.